Model i:
The molecule C2H4OS. Source: the OMol25 dataset; level of theory: the ωB97M-V functional and the def2-TZVPD basis.

Properties
Kohn-Sham gap: 9.1509 eV
LUMO energy: 0.07 eV
SMILES string: C[C@@H]1OS1

Structure (ORCA input):
```
! wB97M-V def2-TZVPD RIJCOSX def2/J DEFGRID3
* xyz 0 1
S 2.00 0.60 0.01
O 1.32 -1.05 0.19
C -0.83 0.22 0.31
C 0.44 -0.19 -0.41
H -0.67 0.19 1.40
H -1.62 -0.53 0.13
H 0.37 -0.41 -1.53
H -1.00 1.18 -0.09
*
```



Model ii:
The molecule C2H4OS. Source: the OMol25 dataset; level of theory: the ωB97M-V functional and the def2-TZVPD basis.

Properties
Kohn-Sham gap (alpha / beta): 6.9448 / 6.9474 eV
LUMO energy (alpha / beta): -0.93 / -0.93 eV

Structure (ORCA input):
```
! wB97M-V def2-TZVPD RIJCOSX def2/J DEFGRID3
* xyz 0 1
S 0.63 1.44 1.45
O -0.42 -1.56 0.22
C 0.05 0.77 -0.21
C 0.43 -0.65 -0.18
H 0.40 1.34 -1.04
H -1.39 -1.20 0.29
H 1.38 -0.82 -0.27
H -1.09 0.69 -0.27
*
```



Model iii:
A cluster of 2 separate species, C2H4OS in total. Source: the OMol25 dataset; level of theory: the ωB97M-V functional and the def2-TZVPD basis.

Properties
Kohn-Sham gap (alpha / beta): 7.9224 / 7.9237 eV
LUMO energy (alpha / beta): -0.95 / -0.95 eV

Structure (ORCA input):
```
! wB97M-V def2-TZVPD RIJCOSX def2/J DEFGRID3
* xyz 0 1
S -1.64 -0.39 0.08
O 1.39 -1.30 -0.28
C -0.45 0.81 -0.48
C -0.20 0.12 0.76
H -0.68 1.87 -0.63
H 1.44 -2.03 0.26
H 0.03 0.60 -1.45
H 0.12 0.31 1.74
*
```



Which of them is most stable? Easy: model i.



Model i:
The molecule C2H4OS. Source: the OMol25 dataset; level of theory: the ωB97M-V functional and the def2-TZVPD basis.

Properties
Kohn-Sham gap: 9.0968 eV
LUMO energy: -0.02 eV
SMILES string: COC=S

Structure (ORCA input):
```
! wB97M-V def2-TZVPD RIJCOSX def2/J DEFGRID3
* xyz 0 1
S -3.61 0.00 -0.12
O -1.11 0.79 0.25
C 0.24 0.45 -0.14
C -2.03 -0.29 0.13
H -1.61 -1.26 0.42
H 0.66 1.32 -0.53
H 0.39 -0.06 -1.07
H 0.76 -0.01 0.69
*
```



Model ii:
The molecule C2H4OS. Source: the OMol25 dataset; level of theory: the ωB97M-V functional and the def2-TZVPD basis.

Properties
Kohn-Sham gap: 9.3019 eV
LUMO energy: 0.43 eV
SMILES string: CC(O)=S

Structure (ORCA input):
```
! wB97M-V def2-TZVPD RIJCOSX def2/J DEFGRID3
* xyz 0 1
S -1.37 0.03 0.00
O 0.98 -1.23 0.01
C 1.13 1.08 -0.01
C 0.24 -0.07 0.00
H 1.94 -1.10 -0.03
H 0.74 1.96 -0.51
H 1.25 1.50 1.02
H 2.08 0.90 -0.42
*
```



Which of them is most stable? Easy: model ii.



Model i:
The molecule C2H4OS. Source: the OMol25 dataset; level of theory: the ωB97M-V functional and the def2-TZVPD basis.

Properties
Kohn-Sham gap: 8.9333 eV
LUMO energy: 0.48 eV
SMILES string: CC(O)=S

Structure (ORCA input):
```
! wB97M-V def2-TZVPD RIJCOSX def2/J DEFGRID3
* xyz 0 1
S -1.30 -0.31 0.01
O 0.42 1.43 -0.01
C 1.50 -0.93 0.00
C 0.28 0.14 -0.04
H 1.38 1.58 0.13
H 1.75 -1.01 1.05
H 1.29 -1.95 -0.44
H 2.36 -0.42 -0.50
*
```



Model ii:
The molecule C2H4OS. Source: the OMol25 dataset; level of theory: the ωB97M-V functional and the def2-TZVPD basis.

Properties
Kohn-Sham gap: 9.2068 eV
LUMO energy: 0.22 eV
SMILES string: C[C@@H]1OS1

Structure (ORCA input):
```
! wB97M-V def2-TZVPD RIJCOSX def2/J DEFGRID3
* xyz 0 1
S -2.08 -0.22 0.24
O -1.28 1.21 -0.29
C 0.79 -0.14 0.34
C -0.48 0.06 -0.42
H 1.19 -1.23 0.25
H -0.33 -0.05 -1.67
H 0.59 -0.12 1.52
H 1.60 0.51 0.04
*
```



Model iii:
The molecule C2H4OS. Source: the OMol25 dataset; level of theory: the ωB97M-V functional and the def2-TZVPD basis.

Properties
Kohn-Sham gap: 10.0242 eV
LUMO energy: 0.62 eV
SMILES string: O=CCS

Structure (ORCA input):
```
! wB97M-V def2-TZVPD RIJCOSX def2/J DEFGRID3
* xyz 0 1
S -1.79 0.24 0.54
O 1.90 0.25 0.72
C -0.29 -0.65 0.13
C 0.90 0.34 0.05
H 0.97 1.02 -0.79
H -0.01 -1.43 0.70
H -1.31 1.24 -0.26
H -0.38 -1.00 -1.08
*
```



Which of them is most stable? Easy: model i.



Model i:
The molecule C4H7FN2O. Source: the OMol25 dataset; level of theory: the ωB97M-V functional and the def2-TZVPD basis.

Properties
Kohn-Sham gap: 9.1750 eV
LUMO energy: 0.44 eV
SMILES string: C/C(F)=C/N=C\NO

Structure (ORCA input):
```
! wB97M-V def2-TZVPD RIJCOSX def2/J DEFGRID3
* xyz 0 1
F -0.05 1.46 2.10
O 0.57 -1.37 -2.16
N 1.50 -2.06 -1.26
N 1.17 -0.27 0.42
C -0.21 0.05 0.19
C 1.84 -1.25 -0.15
C -2.21 1.56 1.05
C -0.66 1.01 0.97
H 2.97 -1.09 0.31
H -2.85 1.31 -0.02
H -0.64 -0.36 -0.72
H -2.68 0.88 1.95
H 2.38 -2.18 -1.77
H 1.00 -0.40 -2.27
H -2.13 2.72 1.37
*
```



Model ii:
The molecule C4H7FN2O. Source: the OMol25 dataset; level of theory: the ωB97M-V functional and the def2-TZVPD basis.

Properties
Kohn-Sham gap: 9.3012 eV
LUMO energy: 0.79 eV
SMILES string: [H]/N=C/N/C(=C\F)OC

Structure (ORCA input):
```
! wB97M-V def2-TZVPD RIJCOSX def2/J DEFGRID3
* xyz 0 1
F 0.95 1.90 1.63
O -1.17 -0.66 -0.03
N 0.54 -1.53 -2.34
N 1.09 -0.01 -0.45
C -0.17 0.14 0.32
C -0.11 1.15 1.17
C -2.26 -0.41 0.89
C 1.29 -0.80 -1.57
H -3.29 -0.78 0.34
H -1.88 -0.95 1.88
H 1.84 0.73 -0.31
H -0.82 1.43 1.84
H -2.34 0.74 1.24
H 2.35 -0.62 -1.75
H 1.13 -2.11 -2.97
*
```



Which of them is most stable? Easy: model ii.